Entry from the OMol25 dataset: a structure of composition C8H23O8PdS at a distorted geometry (ωB97M-V with the def2-TZVPD basis set).

Gap between HOMO and LUMO (spin up / spin down), Eh: 0.2363 / 0.1638
Energy relative to the best compared isomer or geometry (same formula, charge and spin), kcal/mol: 109.1
⟨S²⟩: 2.01

ORCA input file:
```
! RIJCOSX wB97M-V def2-TZVPD def2/J DEFGRID3
* xyz -1 3
Pd 0.13572 1.45471 -0.84976
S 0.98086 3.80449 -4.77889
O 0.38006 2.47537 -4.50560
O 2.26503 3.62178 -5.45902
O 0.09293 4.67568 -5.47975
O 1.13105 4.23197 -3.41016
C 2.76736 1.00277 5.53353
C 1.43775 1.36729 4.79075
O 1.62435 1.96040 3.52038
H 3.35612 0.19398 5.10072
H 2.59304 0.69077 6.56327
H 3.38907 1.89317 5.62722
H 0.93056 2.10699 5.41019
H 0.80914 0.47774 4.83158
C -2.08908 -4.50862 -1.47121
C -2.78472 -3.18616 -1.50014
O -2.18378 -2.44761 -0.48619
H -2.38496 -5.03383 -0.56307
H -1.01667 -4.44978 -1.65711
H -2.39926 -5.17050 -2.27979
H -3.86071 -3.07791 -1.36360
H -2.64765 -2.64045 -2.43369
H -2.48409 -2.92521 0.29053
C -5.05031 2.73433 1.95617
C -5.06252 3.11510 0.44346
O -4.01325 2.72819 -0.38035
H -5.22493 1.65874 1.98298
H -5.94271 3.24985 2.31105
H -4.19628 3.09617 2.52872
H -5.06724 4.20505 0.45339
H -5.95995 2.73762 -0.04668
H -4.30508 3.23267 -1.14320
C 5.27674 -3.40759 -1.66361
C 4.97173 -2.11165 -0.99910
O 3.77171 -1.55086 -1.56953
H 5.26903 -3.20014 -2.73365
H 4.53222 -4.19071 -1.52032
H 6.27957 -3.74789 -1.40544
H 5.69710 -1.32585 -1.20992
H 5.09674 -2.09047 0.08350
H 3.88529 -1.64960 -2.51766
*
```

Entry from the OMol25 dataset: a cluster of 8 separate species, C48H42FN2O14 in total at a distorted geometry (ωB97M-V with the def2-TZVPD basis set).

Gap between HOMO and LUMO, Eh: 0.0877

ORCA input file:
```
! RIJCOSX wB97M-V def2-TZVPD def2/J DEFGRID3
* xyz -1 1
C 0.52505 -4.64440 3.50932
C 0.51802 -3.90174 2.14689
F -0.84442 -4.29831 1.56101
N 0.79437 -2.56774 2.11302
C 0.07067 -1.74483 3.06291
C -1.44245 -1.48268 2.76919
C -2.41110 -1.89746 3.89740
C -3.01001 -3.30040 3.75340
N -4.22019 -3.47920 4.60146
H -0.49808 -4.94889 3.76398
H 1.13466 -5.54882 3.45331
H 0.92345 -3.99666 4.30097
H 1.22751 -4.40541 1.46381
H 0.56323 -0.75622 3.05792
H 0.14124 -2.10187 4.11349
H -1.60679 -0.40673 2.61490
H -1.69406 -1.99770 1.83525
H -3.26177 -1.19615 3.95327
H -1.90948 -1.82146 4.87629
H -2.25261 -4.04561 4.02127
H -3.23057 -3.47974 2.69054
H -4.12012 -4.34525 5.12800
H -5.01963 -3.64951 3.99379
C 4.86874 -7.42502 0.57827
C 4.60738 -7.15554 1.85937
C 3.23381 -7.32376 2.41598
O 2.97507 -7.05271 3.56773
C 2.18092 -7.81758 1.50034
C 2.44377 -8.09033 0.22962
C 3.79889 -7.90120 -0.33835
O 4.00729 -8.09700 -1.52316
H 5.85540 -7.29944 0.14927
H 5.36111 -6.79191 2.54601
H 1.19074 -7.91876 1.92593
H 1.68157 -8.43015 -0.45989
C -5.37347 0.88654 0.97130
C -6.53601 0.24404 0.91999
C -6.60152 -1.21738 0.66378
O -7.66866 -1.79671 0.61725
C -5.31956 -1.93471 0.46892
C -4.15414 -1.29319 0.51528
C -4.09030 0.17154 0.76564
O -3.02715 0.74758 0.80609
H -5.30835 1.95097 1.16020
H -7.48463 0.74628 1.06123
H -5.38909 -3.00026 0.28916
H -3.20448 -1.79409 0.37871
C 4.92110 -5.03951 -2.07042
C 3.78261 -4.73933 -2.68678
C 3.60135 -3.43158 -3.36718
O 2.56848 -3.15486 -3.93921
C 4.72549 -2.46016 -3.30068
C 5.86826 -2.76241 -2.68896
C 6.06106 -4.08493 -2.04206
O 7.09567 -4.35978 -1.46437
H 5.07705 -5.98351 -1.57799
H 2.94165 -5.42068 -2.71887
H 4.55368 -1.49558 -3.76030
H 6.68705 -2.05995 -2.60901
C -3.95958 5.57373 -1.90142
C -5.08333 4.87318 -1.77258
C -5.11041 3.40891 -2.01943
O -6.13844 2.77400 -1.89087
C -3.83558 2.75401 -2.40723
C -2.71016 3.45335 -2.53169
C -2.68492 4.91785 -2.29138
O -1.66344 5.56437 -2.41117
H -3.91592 6.63823 -1.71733
H -6.02249 5.32709 -1.48141
H -3.87668 1.68437 -2.56941
H -1.76803 2.99597 -2.80504
C -5.80499 9.98232 -3.15946
C -5.18709 9.28108 -2.21300
C -5.94071 8.69058 -1.07735
O -5.37962 8.04897 -0.21390
C -7.40828 8.91222 -1.03786
C -8.02579 9.61332 -1.98466
C -7.27321 10.20374 -3.12073
O -7.83579 10.84304 -3.98350
H -5.27777 10.42306 -3.99591
H -4.11762 9.10998 -2.22078
H -7.93475 8.47118 -0.20093
H -9.09413 9.78788 -1.97765
C 6.35180 0.28686 0.78372
C 5.98663 0.16419 2.05325
C 4.64213 -0.35368 2.41977
O 4.32670 -0.46017 3.58561
C 3.72378 -0.72824 1.31410
C 4.09244 -0.58455 0.04369
C 5.42579 -0.07553 -0.31730
O 5.77774 0.03098 -1.47592
H 7.32954 0.64953 0.48948
H 6.64141 0.42267 2.87666
H 2.74809 -1.12601 1.59869
H 3.43809 -0.84314 -0.77938
C 5.46278 2.99691 -2.43749
C 6.11134 4.00428 -3.01804
C 5.64117 5.40543 -2.89063
O 6.23371 6.32279 -3.42196
C 4.41724 5.64631 -2.08536
C 3.76479 4.64418 -1.50300
C 4.23364 3.23977 -1.63404
O 3.63097 2.33193 -1.10397
H 5.79012 1.96881 -2.51444
H 7.00806 3.85466 -3.60624
H 4.09396 6.67644 -2.00471
H 2.86915 4.79499 -0.91202
*
```

Entry from the OMol25 dataset: a structure of composition C35H47BBaN11O6S at a distorted geometry (ωB97M-V with the def2-TZVPD basis set).

Gap between HOMO and LUMO, Eh: 0.2083
Energy relative to the best compared isomer or geometry (same formula, charge and spin), kcal/mol: 33.6

ORCA input file:
```
! RIJCOSX wB97M-V def2-TZVPD def2/J DEFGRID3
* xyz -1 1
Ba 0.31571 -0.32538 -0.30038
C -1.90110 3.22235 -2.20311
C -0.91511 2.51049 -3.13303
N 0.49307 2.71077 -2.80476
C 0.98945 4.07514 -2.72764
C 1.59756 4.46862 -1.36642
N 0.80169 4.37277 -0.15812
C -0.48288 5.05264 -0.15062
C -1.65048 4.08563 0.07846
N -1.58178 2.95784 -0.81666
H -2.93036 2.92737 -2.45439
H -1.84060 4.30000 -2.37927
H -1.08765 2.81322 -4.17244
H -1.10910 1.43666 -3.08026
H 0.64479 2.22669 -1.92703
H 0.19818 4.77109 -3.03040
H 1.80615 4.22130 -3.44780
H 1.96908 5.49527 -1.47364
H 2.47651 3.83697 -1.20811
H 0.66029 3.40125 0.09620
H -0.63578 5.58535 -1.09593
H -0.51151 5.81356 0.63991
H -2.59033 4.65828 -0.01297
H -1.60120 3.69961 1.09909
H -2.01582 2.11591 -0.44832
O 4.37923 -1.34369 0.13662
S 3.04751 -1.30088 -0.42038
O 2.64100 0.12880 -0.77952
O 2.00110 -1.74281 0.63678
O 2.81027 -2.13971 -1.60822
C -4.15197 -3.28275 -0.44895
C -4.11252 -1.87739 0.13130
C -4.97618 -1.82103 1.38838
O -2.75458 -1.58807 0.54656
B -2.46421 -0.21174 0.26672
O -3.53892 0.28833 -0.51168
C -4.44315 -0.75602 -0.88387
C -5.86397 -0.21865 -0.79608
C -4.13363 -1.13046 -2.33146
H -3.88623 -4.00530 0.32360
H -3.45380 -3.40161 -1.27476
H -5.15330 -3.53088 -0.81099
H -4.58589 -2.53640 2.11286
H -6.01968 -2.07057 1.18700
H -4.93203 -0.83129 1.84176
H -6.07155 0.20188 0.18500
H -6.60382 -0.99597 -1.00370
H -5.99487 0.57282 -1.53502
H -3.11695 -1.51209 -2.43952
H -4.20480 -0.23088 -2.94416
H -4.82933 -1.87350 -2.72690
N 2.29540 1.68945 6.97826
C 2.08521 1.64486 8.34079
C 2.95225 1.68860 9.42727
C 2.37388 1.63998 10.67981
C 0.98137 1.55040 10.84590
C 0.13187 1.50882 9.76119
C 0.69702 1.55957 8.48791
N 0.08051 1.55285 7.24592
C 1.05938 1.62941 6.38762
C 0.88828 1.68592 4.92439
C -0.39323 1.69191 4.39016
C -0.53404 1.77494 3.01360
N 0.49816 1.86642 2.17839
C 1.72400 1.84294 2.69241
C 1.97098 1.75173 4.05387
H 3.17874 1.73704 6.50526
H 4.02430 1.75912 9.30295
H 3.00731 1.67380 11.55646
H 0.57268 1.51540 11.84714
H -0.94063 1.44033 9.88025
H -1.25825 1.62895 5.03314
H -1.51446 1.75778 2.55126
H 2.54816 1.89219 1.98972
H 2.99906 1.72525 4.38739
C -0.14279 -2.93708 -1.52782
C 0.27729 -2.13665 -2.78331
N 0.20982 -0.80164 -2.89341
C 0.68108 -0.48693 -4.13521
C 0.94473 -1.61995 -4.83156
N 0.66263 -2.65838 -3.97191
C 0.66918 -4.05688 -4.34098
N 1.78629 -4.37034 -5.18426
N 1.54046 -4.89668 -6.40753
N 2.64156 -5.21631 -6.96614
C 3.67194 -4.90788 -6.10231
C 5.05536 -5.07794 -6.24447
C 5.83590 -4.68205 -5.18840
C 5.26677 -4.11406 -4.01943
C 3.91567 -3.93346 -3.86304
C 3.13017 -4.36183 -4.94465
H 0.53050 -2.69881 -0.67409
H -0.01667 -4.00593 -1.67252
H -1.18376 -2.71797 -1.25754
H 0.80607 0.53949 -4.43621
H 1.31293 -1.79401 -5.82658
H -0.21280 -4.32035 -4.92514
H 0.69326 -4.65169 -3.43016
H 5.47578 -5.49788 -7.14765
H 6.91150 -4.78645 -5.24500
H 5.92155 -3.79864 -3.21747
H 3.50109 -3.44088 -2.98799
*
```

no.,molar mass (g mol⁻¹),DFT total energy (eV)
1,385.75,-39357.083
2,889.86,-84811.772
3,898.04,-77944.531